Entry from the Open Molecules 2025 dataset: C12H22BN4RuS2Se2 as an isolated structure (ωB97M-V with the def2-TZVPD basis set).

Calculated values
2S+1 = 5
energy = -6407.44595 Eh
expectation value of S² = 6.035
energy relative to the best compared isomer or geometry (same formula, charge and spin) = 0.000 eV
charge = +3
lowest unoccupied orbital energy (spin up / spin down) = -10.84 / -12.83 eV
gap between HOMO and LUMO (spin up / spin down) = 6.84 / 4.95 eV

```
44
C12H22BN4RuS2Se2 (ωB97M-V with the def2-TZVPD basis set)
Ru -0.64558 -0.47421 0.12466
C -1.23070 2.18802 3.55899
N 0.11017 2.31717 2.95445
C 1.21362 2.63885 3.60778
C 2.27103 2.68896 2.63523
N 1.76076 2.42204 1.45065
B 2.67524 2.63125 0.13950
N 2.35281 1.72669 -1.10088
C 2.61855 2.22908 -2.34801
C 2.47108 1.22212 -3.24984
N 2.10017 0.11071 -2.54650
C 1.89927 -1.21663 -3.14144
C 2.02247 0.44116 -1.23890
S 1.64261 -0.70013 0.02326
C 0.41554 2.16317 1.60400
S -0.70535 1.88445 0.37300
H -1.12045 2.28177 4.63498
H -1.64228 1.21363 3.31754
H -1.87225 2.97837 3.17797
H 1.24545 2.82474 4.67240
H 3.31760 2.92039 2.77957
H 2.50187 3.76994 -0.18636
H 3.79082 2.42754 0.52097
H 2.91293 3.25404 -2.49480
H 2.61042 1.20954 -4.31772
H 1.86898 -1.09770 -4.21991
H 0.95932 -1.64295 -2.80225
H 2.72318 -1.87292 -2.87109
C -4.19150 -0.30492 0.22902
Se -2.83303 -0.47733 -1.16587
C -3.03169 -2.36759 -1.62905
C -2.66916 -3.36420 -0.55106
Se -1.14403 -2.78488 0.53792
C 0.15076 -4.22906 0.36825
H -5.15559 -0.34229 -0.27294
H -4.05660 0.66935 0.69162
H -4.09666 -1.10132 0.96127
H -2.41828 -2.48697 -2.52021
H -4.07646 -2.47917 -1.92231
H -2.37215 -4.31640 -0.98918
H -3.47597 -3.54880 0.15383
H -0.19412 -5.02087 1.02704
H 1.11213 -3.84150 0.69508
H 0.18512 -4.54312 -0.67071
```